1.
# C28H25BF2N5O12

A 5-piece molecular cluster, C28H25BF2N5O12 overall (ωB97M-V/def2-TZVPD, the OMol25 dataset).

Last column: Mulliken charge in e.
CARTESIAN COORDINATES (ANGSTROEM)
O  2.758  3.289  -0.196  -0.55
C  2.202  2.542  -0.879  0.48
F  2.497  2.530  -2.162  -0.22
N  1.265  1.627  -0.300  0.47
C  1.749  0.294  -0.273  0.49
O  1.919  -0.240  0.727  -0.57
F  2.043  -0.299  -1.425  -0.27
C  -0.107  1.736  -0.882  -0.30
C  -1.201  2.503  -0.057  -0.35
O  -2.310  2.329  -0.942  -0.58
B  -1.731  2.199  -2.322  1.37
O  -0.236  2.344  -2.118  -0.93
H  -0.475  0.698  -1.069  0.20
H  -1.387  1.982  0.899  0.21
H  -1.086  3.600  -0.042  0.23
H  -1.825  1.028  -2.691  -0.34
H  -2.080  2.994  -3.135  -0.30
C  2.652  -4.054  1.200  -0.71
C  2.803  -5.404  0.903  -0.39
C  2.663  -5.847  -0.402  -0.45
C  2.377  -4.930  -1.400  -0.06
C  2.218  -3.582  -1.117  -0.40
C  2.356  -3.142  0.193  -0.32
N  2.254  -5.398  -2.787  1.03
O  2.381  -6.593  -2.996  -0.63
O  2.035  -4.568  -3.648  -0.60
H  2.767  -3.710  2.221  0.44
H  3.032  -6.110  1.692  0.41
H  2.781  -6.898  -0.627  0.48
H  1.991  -2.870  -1.899  0.61
H  2.237  -2.084  0.434  0.64
C  -7.676  3.928  -0.681  -0.35
C  -6.663  3.018  -0.952  -0.55
C  -5.668  3.335  -1.865  -0.14
C  -5.700  4.569  -2.493  0.01
C  -6.707  5.485  -2.237  -0.40
C  -7.700  5.159  -1.326  -0.38
N  -4.631  4.911  -3.440  1.00
O  -3.790  4.065  -3.641  -0.59
O  -4.655  6.024  -3.954  -0.64
H  -8.449  3.679  0.037  0.36
H  -6.646  2.060  -0.449  0.40
H  -4.879  2.623  -2.071  0.40
H  -6.728  6.444  -2.734  0.44
H  -8.492  5.867  -1.114  0.36
C  4.892  1.857  2.748  -0.33
C  4.729  3.031  2.022  -0.15
C  5.331  4.202  2.457  -0.59
C  6.095  4.182  3.614  0.08
C  6.259  3.019  4.349  -0.43
C  5.653  1.852  3.911  -0.43
N  6.755  5.414  4.065  1.00
O  6.579  6.425  3.411  -0.60
O  7.446  5.354  5.068  -0.62
H  4.425  0.942  2.404  0.43
H  4.132  3.031  1.115  0.44
H  5.201  5.113  1.890  0.46
H  6.852  3.008  5.253  0.43
H  5.775  0.936  4.475  0.38
C  -1.732  -7.214  0.840  -0.48
C  -2.371  -6.894  -0.350  -0.41
C  -2.584  -5.566  -0.689  -0.37
C  -2.149  -4.571  0.170  -0.09
C  -1.517  -4.878  1.362  -0.21
C  -1.309  -6.207  1.697  -0.46
N  -2.350  -3.161  -0.197  1.10
O  -2.927  -2.929  -1.241  -0.60
O  -1.925  -2.315  0.568  -0.60
H  -1.561  -8.252  1.100  0.38
H  -2.701  -7.680  -1.017  0.39
H  -3.082  -5.322  -1.617  0.46
H  -1.181  -4.100  2.034  0.48
H  -0.813  -6.458  2.626  0.40

Net charge: -1
DFT total energy in hartree: -2482.92371
Kohn-Sham gap in eV: 5.63


2.
# C5H7NO

C5H7NO as an isolated structure (ωB97M-V/def2-TZVPD, the OMol25 dataset).

Last column: natural (NBO) charge in e.
CARTESIAN COORDINATES (ANGSTROEM)
C  -1.195  -0.946  0.097  -0.25
C  -1.140  0.357  -0.686  0.09
O  -0.808  1.385  0.261  -0.52
C  0.599  1.088  0.202  0.06
C  1.144  -0.160  0.895  -0.24
N  0.305  -1.067  0.074  -0.42
C  0.390  0.063  -0.919  -0.12
H  -1.694  -0.896  1.072  0.21
H  -1.602  -1.791  -0.473  0.20
H  -1.920  0.660  -1.393  0.20
H  1.198  2.003  0.167  0.19
H  2.110  -0.255  0.301  0.19
H  1.327  -0.346  1.956  0.20
H  1.286  -0.094  -1.553  0.23

DFT total energy in hartree: -324.55890
ΔE to the lowest compared entry with this formula, charge and spin in eV: 4.505
Kohn-Sham gap in eV: 9.71


3.
# C23H23ClLiO2Sb

C23H23ClLiO2Sb as an isolated structure (ωB97M-V/def2-TZVPD, the OMol25 dataset).

Last column: natural (NBO) charge in e.
CARTESIAN COORDINATES (ANGSTROEM)
Li  0.592  0.676  -0.709  0.93
Cl  2.271  1.442  2.956  -0.07
C  0.510  1.657  3.023  -0.47
C  0.104  2.216  1.641  0.77
O  -0.309  3.347  1.528  -0.64
O  0.290  1.386  0.685  -0.98
H  0.285  2.354  3.828  0.22
H  0.078  0.670  3.196  0.22
C  -1.546  -4.120  -1.665  -0.63
C  -1.943  -3.703  -3.051  -0.05
C  -2.471  -4.649  -3.922  -0.20
C  -2.859  -4.311  -5.206  -0.19
C  -2.722  -3.006  -5.644  -0.23
C  -2.195  -2.058  -4.786  -0.16
C  -1.806  -2.393  -3.498  -0.32
Sb  -1.054  -0.769  -2.278  0.92
C  -3.045  0.155  -2.172  -0.32
C  -3.751  -0.529  -1.187  -0.17
C  -5.022  -0.149  -0.800  -0.23
C  -5.611  0.951  -1.394  -0.19
C  -4.917  1.641  -2.368  -0.20
C  -3.637  1.266  -2.765  -0.04
C  -2.951  2.090  -3.811  -0.63
C  0.402  -0.169  -3.791  -0.27
C  0.291  0.904  -4.662  -0.27
C  1.313  1.252  -5.532  -0.20
C  2.490  0.530  -5.534  -0.20
C  2.617  -0.540  -4.668  -0.20
C  1.595  -0.901  -3.799  -0.08
C  1.800  -2.097  -2.917  -0.64
H  -1.684  -5.191  -1.541  0.22
H  -2.157  -3.609  -0.922  0.22
H  -0.501  -3.881  -1.465  0.22
H  -2.592  -5.670  -3.589  0.21
H  -3.270  -5.068  -5.858  0.22
H  -3.029  -2.732  -6.644  0.22
H  -2.083  -1.038  -5.132  0.20
H  -3.294  -1.385  -0.699  0.19
H  -5.545  -0.705  -0.037  0.22
H  -6.601  1.272  -1.104  0.22
H  -5.379  2.502  -2.832  0.21
H  -3.584  2.915  -4.127  0.22
H  -2.728  1.477  -4.683  0.21
H  -2.025  2.506  -3.413  0.22
H  -0.609  1.496  -4.683  0.21
H  1.185  2.083  -6.210  0.22
H  3.297  0.788  -6.204  0.22
H  3.532  -1.112  -4.672  0.21
H  2.754  -2.568  -3.143  0.23
H  1.012  -2.833  -3.086  0.23
H  1.803  -1.826  -1.856  0.21

DFT total energy in hartree: -1748.70073
ΔE to the lowest compared entry with this formula, charge and spin in eV: 0.349
Kohn-Sham gap in eV: 8.68


Number 1: F_max 4.23 eV Å⁻¹. Number 2: F_max 1.68 eV Å⁻¹. Number 3: F_max 1.03 eV Å⁻¹.